1.
Here is a molecular structure, C44H68Cl51NO3S in a non-equilibrium geometry from the OMol25 dataset. Energies are from ωB97M-V/def2-TZVPD.

```
168
C44H68Cl51NO3S, DFT ωB97M-V/def2-TZVPD
C -3.91353 4.42641 0.49099
C -4.98072 4.85538 -0.58079
C -4.47336 5.92928 -1.59260
C -4.06209 5.38056 -2.98840
C -2.86739 4.39494 -2.94477
C -3.20834 2.91261 -2.59472
C -4.51413 2.35432 -3.22336
C -4.78035 0.88980 -2.75117
C -5.07523 0.80343 -1.22116
C -3.85722 0.32580 -0.36444
C -4.02444 -1.06652 0.29071
C -2.64872 -1.69288 0.71804
C -2.52070 -1.90132 2.26381
C -1.54396 -0.85129 2.90119
C -2.25797 0.44982 3.37734
C -1.84813 1.73098 2.59791
C -0.49220 2.32952 3.03896
C 0.04236 3.41560 2.06931
C 0.29682 2.93505 0.59916
C 0.77635 1.47742 0.46155
C 0.83727 0.96786 -1.01611
C 1.14816 -0.54814 -0.94015
C 1.98613 -1.15263 -2.12028
C 1.25029 -2.44930 -2.66233
C 3.41162 -1.60394 -1.69839
O -0.44209 1.28971 -1.58375
C -0.82333 0.44104 -2.51065
N -1.27414 -0.38558 -3.17486
O 1.94983 1.65860 -1.63230
C 1.56760 2.61267 -2.53990
O 1.34062 3.74812 -2.27639
S 1.47122 2.10211 -4.30915
H -4.24427 4.75987 1.48463
H -2.94038 4.86889 0.22702
H -3.80384 3.32746 0.50160
H -5.43387 3.98133 -1.07547
H -5.81081 5.32984 -0.02410
H -5.32109 6.61730 -1.76663
H -3.63685 6.49377 -1.14837
H -4.95123 4.99873 -3.51190
H -3.71773 6.25941 -3.57065
H -2.28374 4.41564 -3.87865
H -2.18909 4.75757 -2.14459
H -2.39221 2.29630 -3.01934
H -3.22014 2.71067 -1.51142
H -4.38682 2.30573 -4.32228
H -5.40604 2.94887 -2.97987
H -3.95425 0.21511 -3.03243
H -5.68877 0.53078 -3.26949
H -5.96751 0.18844 -1.00897
H -5.32297 1.82441 -0.87402
H -3.72474 1.06202 0.45014
H -2.97197 0.33416 -1.02347
H -4.51020 -1.73148 -0.44568
H -4.67398 -1.03380 1.18194
H -1.79818 -1.13684 0.29282
H -2.60885 -2.70239 0.26040
H -3.49410 -1.90338 2.78362
H -2.03781 -2.96659 2.41098
H -0.75047 -0.67649 2.16102
H -1.04595 -1.32204 3.77191
H -3.34526 0.27597 3.33037
H -1.99848 0.59009 4.44211
H -1.93430 1.54786 1.51308
H -2.62019 2.49277 2.83948
H 0.24437 1.50863 3.12738
H -0.63556 2.78779 4.03461
H -0.74707 4.18980 2.00863
H 0.96847 3.86671 2.46004
H -0.61149 3.15786 0.01323
H 1.08630 3.59181 0.19172
H 1.73969 1.29141 0.96435
H 0.05708 0.79356 0.95231
H 1.78725 -0.67124 -0.04499
H 0.24958 -1.14776 -0.72638
H 2.07462 -0.48758 -2.99010
H 1.88036 -3.34702 -2.56258
H 0.27352 -2.61586 -2.18440
H 1.03300 -2.29615 -3.73513
H 3.42107 -2.28499 -0.83590
H 4.07968 -0.73522 -1.54847
H 3.84137 -2.14381 -2.55586
H 0.13260 2.13097 -4.55748
C -0.56209 -4.56342 1.36621
Cl -2.16821 -4.53788 2.12273
Cl 0.17663 -2.96402 1.37702
Cl 0.49995 -5.71186 2.17499
H -0.67776 -4.87664 0.33524
C 0.84930 7.14666 0.03522
Cl 1.72877 6.27943 1.29599
Cl -0.87885 6.79714 0.13300
Cl 1.14079 8.88647 0.16181
H 1.21060 6.80780 -0.92938
C 6.07909 -0.72387 -4.96319
Cl 6.17183 -1.51340 -3.39113
Cl 5.88832 -1.91933 -6.25472
Cl 4.74730 0.42830 -4.97017
H 6.99895 -0.18626 -5.13350
C -5.25905 -7.22911 3.06094
Cl -4.31560 -8.13263 4.24881
Cl -6.90404 -7.85958 2.95173
Cl -5.30452 -5.51356 3.47314
H -4.78447 -7.33845 2.09352
C -8.86367 -5.97178 6.36265
Cl -9.95952 -7.17150 7.05778
Cl -7.22117 -6.60815 6.24671
Cl -9.42545 -5.45109 4.77357
H -8.84637 -5.11089 7.01340
C 3.86577 -6.14079 0.29074
Cl 2.89563 -4.98529 -0.62141
Cl 4.30658 -5.48063 1.86936
Cl 3.00014 -7.67239 0.47741
H 4.77642 -6.31055 -0.27059
C -4.46686 3.13778 5.93582
Cl -4.95650 3.52469 4.28260
Cl -5.57757 3.85737 7.10202
Cl -4.37757 1.38796 6.14915
H -3.47972 3.55064 6.10534
C 0.46789 -0.72978 7.13814
Cl 1.25413 -1.53783 5.77883
Cl -1.20391 -0.32667 6.73749
Cl 0.53745 -1.73612 8.58635
H 0.99992 0.19179 7.33915
C 3.48573 10.49299 -2.16711
Cl 4.40662 9.24957 -3.01543
Cl 4.21993 10.86675 -0.60753
Cl 3.34599 11.94900 -3.15542
H 2.48933 10.10712 -1.98698
C 8.44932 -4.21451 -4.66688
Cl 8.25831 -5.43738 -5.98008
Cl 8.10957 -4.95861 -3.10096
Cl 10.09072 -3.50471 -4.67640
H 7.73425 -3.41779 -4.83493
C -7.85744 -1.73918 5.46184
Cl -7.87176 -2.82125 4.06245
Cl -8.16166 -2.62102 6.96255
Cl -6.31831 -0.88529 5.56467
H -8.64713 -1.00954 5.33191
C 6.47215 -8.19950 -2.42973
Cl 7.50371 -9.09637 -1.31513
Cl 4.87109 -8.93316 -2.52758
Cl 6.35319 -6.50294 -1.94191
H 6.92425 -8.23437 -3.41276
C 9.27615 0.85820 -2.71142
Cl 8.78949 1.24026 -4.36697
Cl 8.28258 1.74908 -1.55753
Cl 9.19541 -0.87878 -2.39124
H 10.30472 1.17440 -2.58987
C -6.08367 3.77386 11.05920
Cl -4.40170 4.04332 10.59890
Cl -6.25375 3.74207 12.81564
Cl -7.12748 5.01225 10.35427
H -6.39097 2.81054 10.67075
C 2.14857 5.73395 -4.79480
Cl 3.24851 5.18098 -6.06122
Cl 2.77701 7.19591 -4.02212
Cl 0.53352 6.01838 -5.45242
H 2.07438 4.95698 -4.04488
C 8.60358 -7.54430 -6.34512
Cl 8.88538 -8.65769 -5.00565
Cl 8.76185 -8.37451 -7.89547
Cl 6.90378 -6.85016 -6.20904
H 9.37884 -6.72224 -6.29286
C 11.86732 -6.77058 -4.01744
Cl 11.71323 -7.93378 -5.34020
Cl 11.50526 -7.53748 -2.46906
Cl 13.48034 -6.05535 -3.99854
H 11.14824 -5.97599 -4.17831
```

***

2.
Here is 2 unconnected molecules or ions with the total composition C3H11NO2S in a non-equilibrium geometry from the OMol25 dataset. Energies are from ωB97M-V/def2-TZVPD.

Values from the calculation:
**SMILES string**: OCNCCS.O

```
18
C3H11NO2S, DFT ωB97M-V/def2-TZVPD
O -1.81494 -2.12950 0.12745
C -0.96012 -1.91979 1.25605
N 0.35143 -1.40372 0.92716
C 0.33121 -0.23634 0.03311
C 1.70233 0.44270 0.09656
S 1.75070 1.98586 -0.87152
H -1.54905 -2.93078 -0.34336
H -1.51556 -1.18365 1.83005
H -0.77150 -2.90409 1.69919
H 0.96679 -2.12333 0.57779
H 0.15939 -0.56869 -0.98935
H -0.37589 0.49239 0.40488
H 1.90306 0.71704 1.13047
H 2.48388 -0.23247 -0.23768
H 2.33397 1.52720 -1.96316
O -2.60273 1.34512 -0.33329
H -1.89380 0.71950 -0.19646
H -3.19510 0.92902 -0.96651
```

***

3.
Here is a gas-phase ion, C12H18N (charge +1) in a non-equilibrium geometry from the OMol25 dataset. Energies are from ωB97M-V/def2-TZVPD.

Values from the calculation:
**SMILES string**: C=C(C)/C=C1\C=CCC[C@@H]1/C=[NH+]/C
**Total charge**: +1

```
31
C12H18N, DFT ωB97M-V/def2-TZVPD
C 3.42466 -0.59336 0.51139
C 2.27318 -1.27409 0.28775
C 2.05266 -2.78117 -0.08193
C 0.95214 -0.75790 0.08049
C 0.53573 0.48296 -0.25165
C 1.23145 1.58377 -0.92294
C 0.85730 2.86129 -0.88593
C -0.05368 3.16319 0.32648
C -0.58554 1.91837 0.99752
C -0.89677 0.85510 -0.16810
C -1.81360 -0.22737 0.26388
N -2.62036 -0.97056 -0.46138
C -3.49510 -2.19466 -0.16772
H 3.33749 0.52342 0.93172
H 4.48103 -0.96805 0.41079
H 1.30934 -2.68409 -0.88017
H 3.01124 -3.17394 -0.31960
H 1.69719 -3.34359 0.72246
H 0.02774 -1.33847 0.35560
H 1.90602 1.39969 -1.85422
H 1.25235 3.62397 -1.53799
H -0.83797 3.80869 0.15333
H 0.48715 3.85434 0.89862
H 0.04802 1.29458 1.52777
H -1.44617 2.18252 1.52706
H -1.28357 1.34842 -1.19506
H -1.92934 -0.39751 1.35860
H -2.78150 -0.81075 -1.38555
H -2.92260 -2.94368 0.52531
H -4.35827 -1.81291 0.32906
H -3.86022 -2.62821 -1.09558
```

***

Number 1: E_HOMO -8.24 eV, HOMO-LUMO gap 8.1 eV. Number 2: E_HOMO -9.15 eV, HOMO-LUMO gap 9.7 eV. Number 3: E_HOMO -11.39 eV, HOMO-LUMO gap 6.8 eV.